1.
{"formula": "C2H3O4", "method": "the ωB97M-V functional and the def2-TZVPD basis", "gap_ev": 7.61, "e_tot_ev": -10311.2691, "max_force_ev_per_a": 4.17, "e_above_lowest_kj_mol": 372.8, "e_homo_ev": -3.75, "total_charge": -1, "species": ["O", "C", "O", "O", "H", "O", "C", "H", "H"], "xyz": [[-0.62637, 0.97709, 1.85092], [-0.27209, -0.17917, 1.56727], [-0.98022, -1.19999, 1.65254], [0.72240, -0.23740, 0.60081], [0.98249, 0.89970, -0.01378], [0.63086, 0.99074, -1.29492], [0.04153, -0.16416, -1.33926], [-1.03382, -0.14031, -1.08721], [0.53522, -0.94651, -1.93637]]}



2.
{"formula": "C6H5F2NO3", "method": "the ωB97M-V functional and the def2-TZVPD basis", "gap_ev": 7.99, "e_tot_ev": -19363.7121, "max_force_ev_per_a": 5.19, "e_above_lowest_kj_mol": 545.3, "e_homo_ev": -9.01, "species": ["O", "N", "O", "C", "F", "C", "C", "C", "C", "F", "C", "O", "H", "H", "H", "H", "H"], "xyz": [[-1.28150, -1.50221, -1.09739], [-0.62325, -1.91568, -0.18499], [-0.96234, -2.84471, 0.49179], [0.62608, -1.25644, 0.01936], [1.23622, -1.90419, 1.00473], [1.26960, -0.56739, -0.90398], [0.49140, 0.32152, -1.74245], [-0.34826, 1.23916, -1.16132], [-0.31197, 1.56263, 0.28450], [0.06224, 2.85721, 0.57767], [-0.46348, 0.69790, 1.30421], [-0.19692, 1.16214, 2.58387], [2.29944, -0.49496, -0.85619], [0.38761, 0.12522, -2.82884], [-0.71535, 2.15452, -1.77165], [-1.11474, -0.14917, 1.11367], [-0.35478, 0.51445, 3.16703]]}



3.
{"formula": "C24H60BF4N4O8", "method": "the ωB97M-V functional and the def2-TZVPD basis", "gap_ev": 8.51, "e_tot_ev": -59736.5557, "max_force_ev_per_a": 12.55, "e_above_lowest_kj_mol": 853.8, "e_homo_ev": -6.08, "total_charge": -1, "species": ["B", "F", "F", "F", "F", "C", "O", "C", "C", "N", "C", "C", "O", "C", "H", "H", "H", "H", "H", "H", "H", "H", "H", "H", "H", "H", "H", "H", "H", "C", "O", "C", "C", "N", "C", "C", "O", "C", "H", "H", "H", "H", "H", "H", "H", "H", "H", "H", "H", "H", "H", "H", "H", "C", "O", "C", "C", "N", "C", "C", "O", "C", "H", "H", "H", "H", "H", "H", "H", "H", "H", "H", "H", "H", "H", "H", "H", "C", "O", "C", "C", "N", "C", "C", "O", "C", "H", "H", "H", "H", "H", "H", "H", "H", "H", "H", "H", "H", "H", "H", "H"], "xyz": [[-2.65238, 0.89190, 0.43881], [-2.39459, 0.74825, 1.83400], [-3.67467, 1.78171, 0.23849], [-1.58522, 1.16558, -0.24493], [-3.13220, -0.36183, -0.03374], [8.40948, -1.04088, -2.88098], [7.38778, -1.42424, -2.20667], [6.21690, -0.63621, -2.20503], [5.23345, -1.27359, -1.20748], [4.06289, -0.51836, -0.81909], [3.56544, -0.75842, 0.60094], [2.56917, 0.43527, 0.85418], [1.89552, 0.16958, 1.97436], [0.83521, 1.19606, 2.32509], [8.17886, -1.00013, -3.88196], [9.31293, -1.70856, -2.79191], [8.73069, -0.10357, -2.39410], [5.93772, -0.62677, -3.30948], [6.52635, 0.30407, -1.94443], [5.83792, -1.59149, -0.44829], [4.97547, -2.20113, -1.49697], [3.32160, -0.63120, -1.25780], [4.37328, -0.68733, 1.45951], [3.10478, -1.83699, 0.88883], [1.68243, 0.46015, 0.07422], [3.10793, 1.37985, 0.71849], [1.35468, 2.26965, 2.50912], [0.24268, 0.94759, 3.14807], [0.26855, 1.12570, 1.42469], [-0.54010, -1.95197, 1.91019], [-0.57216, -3.04710, 2.57244], [-1.78562, -3.53829, 3.12486], [-2.21403, -4.80250, 2.27977], [-3.24012, -5.55313, 2.82261], [-3.41882, -6.78339, 2.08333], [-4.56304, -7.65566, 2.78837], [-4.29125, -8.97838, 2.40620], [-5.07454, -9.49730, 1.35794], [-1.18758, -2.17280, 0.94610], [0.30488, -1.87384, 1.50847], [-1.13801, -1.15853, 2.44616], [-2.57414, -2.79668, 3.23467], [-1.65026, -3.76214, 4.30638], [-1.36443, -5.43615, 2.09646], [-2.74966, -4.27693, 1.38942], [-4.05369, -5.00609, 3.00374], [-2.46103, -7.40953, 2.16233], [-3.60274, -6.68284, 0.90127], [-5.62922, -7.32531, 2.46086], [-4.55049, -7.93322, 3.87991], [-4.58743, -10.34409, 1.16207], [-5.11967, -8.73663, 0.53854], [-6.06945, -9.54013, 1.75273], [3.19256, 4.11889, -0.44269], [2.50578, 4.03731, -1.45166], [2.06571, 2.74105, -1.67335], [0.99085, 2.77139, -2.80712], [0.48830, 1.36044, -3.01997], [-0.48761, 1.53568, -4.21167], [-1.14452, 0.12737, -4.44731], [-2.01663, 0.14832, -5.52558], [-2.48021, -1.15019, -5.81561], [3.39293, 5.22509, -0.05807], [4.10457, 3.52412, -0.38291], [2.86432, 3.78326, 0.44766], [1.60915, 2.20451, -0.77494], [2.71458, 2.03768, -1.92975], [1.64994, 3.28081, -3.64688], [0.29908, 3.51238, -2.55923], [-0.27954, 0.97073, -2.38197], [0.16830, 1.66306, -4.97044], [-1.05078, 2.44023, -4.02381], [-1.50492, -0.46337, -3.74636], [-0.19759, -0.34508, -4.67691], [-3.09527, -1.48331, -5.07496], [-1.68797, -1.98366, -5.94863], [-3.07837, -1.23240, -6.71376], [-2.76401, 5.51949, -2.88304], [-1.94998, 5.35270, -2.00994], [-2.39771, 4.72727, -0.80808], [-1.20989, 4.42732, 0.01962], [-1.52064, 4.08092, 1.40621], [-0.42972, 4.13809, 2.26737], [-0.76320, 3.55266, 3.62312], [0.38017, 3.73110, 4.50486], [0.16173, 2.99768, 5.66193], [-3.29179, 4.62125, -3.40222], [-2.21972, 6.28409, -3.66156], [-3.66991, 6.28942, -2.40207], [-2.86903, 3.86905, -1.14297], [-3.10360, 5.21514, -0.23880], [-0.51101, 5.50748, -0.08041], [-0.47860, 3.76154, -0.39876], [-2.09352, 3.23215, 1.23055], [0.06793, 5.05432, 2.41090], [0.34504, 3.61502, 1.94329], [-0.68865, 2.53673, 3.44726], [-1.78603, 3.99870, 4.12641], [-0.06939, 1.90437, 5.33693], [-0.71554, 3.23693, 6.25666], [0.99436, 3.31025, 6.12791]]}



4.
{"formula": "C4H8O2S", "method": "the ωB97M-V functional and the def2-TZVPD basis", "multiplicity": 3, "gap_ev": [8.93, 8.45], "e_tot_ev": -19201.4208, "max_force_ev_per_a": 1.45, "e_above_lowest_kj_mol": 239.2, "e_homo_ev": [-8.19, -10.42], "s_squared": 2.009, "species": ["C", "C", "C", "C", "O", "O", "S", "H", "H", "H", "H", "H", "H", "H", "H"], "xyz": [[0.05536, -0.19081, 0.71915], [0.25005, 0.70694, -0.50490], [-1.76882, -2.31818, 0.21562], [0.25172, 2.19487, -0.32549], [2.71058, 0.23279, 0.69646], [1.84055, -1.50521, -0.86176], [1.60790, -0.37551, -0.00459], [-0.10816, 0.25776, 1.68279], [-0.21337, 0.34701, -1.41254], [-2.60912, -1.78417, 0.60415], [-1.22505, -2.98408, 0.84964], [-1.55555, -2.29533, -0.83007], [0.48290, 2.69915, -1.26184], [1.00273, 2.47343, 0.41172], [-0.72172, 2.54132, 0.02166]]}



5.
{"formula": "C34H35BF5N2O2STi", "method": "the ωB97M-V functional and the def2-TZVPD basis", "multiplicity": 3, "gap_ev": [5.63, 6.94], "e_tot_ev": -91118.5868, "max_force_ev_per_a": 0.68, "e_above_lowest_kj_mol": 0.0, "e_homo_ev": [-3.23, -4.55], "s_squared": 2.031, "total_charge": -1, "species": ["Ti", "C", "C", "C", "C", "C", "C", "C", "C", "C", "C", "H", "H", "H", "H", "H", "H", "H", "H", "H", "H", "H", "H", "H", "H", "F", "C", "C", "F", "C", "F", "C", "S", "C", "F", "C", "F", "C", "C", "C", "C", "C", "C", "N", "N", "C", "C", "C", "C", "C", "C", "H", "H", "H", "H", "H", "H", "H", "H", "H", "C", "C", "C", "O", "B", "O", "C", "C", "C", "H", "H", "H", "H", "H", "H", "H", "H", "H", "H", "H", "H"], "xyz": [[-0.31234, 0.47728, -0.49685], [3.37176, 4.08508, 0.40686], [1.99025, 4.09527, -0.24412], [0.92463, 4.35650, 0.82501], [1.71643, 2.86014, -1.08666], [2.69350, 1.93435, -1.41172], [2.41270, 0.85917, -2.25612], [1.19107, 0.72687, -2.90518], [0.96250, -0.37838, -3.89821], [0.19218, 1.65817, -2.58334], [0.43832, 2.65440, -1.63071], [3.51108, 4.99904, 0.98662], [4.17492, 4.03404, -0.33120], [3.46263, 3.23706, 1.08976], [1.96359, 4.93547, -0.95010], [0.92682, 3.56317, 1.57169], [-0.08227, 4.42323, 0.41220], [1.13905, 5.30398, 1.32421], [3.68088, 2.00025, -0.97719], [3.18150, 0.11656, -2.43000], [1.71591, -0.34685, -4.68811], [-0.02487, -0.30627, -4.35096], [1.02181, -1.35016, -3.40380], [-0.76926, 1.60919, -3.07923], [-0.36709, 3.33011, -1.37190], [-6.20181, -2.92973, 1.22196], [-5.18264, -2.46639, 0.48087], [-3.93960, -2.26740, 1.04563], [-3.75977, -2.52406, 2.34847], [-2.90511, -1.76719, 0.27760], [-1.74075, -1.52970, 0.89832], [-3.04811, -1.46811, -1.07723], [-1.79178, -0.78852, -2.07254], [-4.32171, -1.68264, -1.60742], [-4.56326, -1.39904, -2.89402], [-5.37176, -2.16453, -0.85197], [-6.58592, -2.33222, -1.40131], [-5.85406, 1.53237, -0.72382], [-4.80725, 1.91377, -1.55213], [-3.50202, 1.90057, -1.08810], [-3.20510, 1.48205, 0.21160], [-4.26970, 1.13191, 1.05189], [-5.57373, 1.15238, 0.58363], [-1.86731, 1.39275, 0.62719], [-1.71332, 1.57844, 1.93861], [-0.40789, 1.43208, 2.33459], [-0.09540, 1.77897, 3.66288], [1.21357, 1.73228, 4.09858], [2.22060, 1.32616, 3.21955], [1.89611, 0.95986, 1.91640], [0.58999, 0.99795, 1.42037], [-6.87308, 1.52967, -1.09087], [-5.00799, 2.22052, -2.57196], [-2.69030, 2.20124, -1.73874], [-4.04394, 0.82605, 2.06415], [-6.38061, 0.85282, 1.24306], [-0.89853, 2.09862, 4.31804], [1.45818, 2.00931, 5.11795], [3.25147, 1.28417, 3.55778], [2.69511, 0.62625, 1.26012], [4.31156, -2.97745, -0.32119], [2.99695, -2.59980, 0.33653], [3.20829, -2.36445, 1.82991], [2.52148, -1.36414, -0.22877], [1.11722, -1.37303, -0.20338], [0.68903, -2.67039, 0.07209], [1.81469, -3.55966, 0.04353], [1.87632, -4.16109, -1.35789], [1.60928, -4.65569, 1.07231], [5.07216, -2.24039, -0.05734], [4.21807, -2.99947, -1.40627], [4.64991, -3.95782, 0.02415], [3.90323, -1.53342, 1.95911], [3.62321, -3.24728, 2.32141], [2.27030, -2.08805, 2.31325], [2.05472, -3.38164, -2.10054], [0.91355, -4.62323, -1.57916], [2.65942, -4.91840, -1.44065], [1.39288, -4.23362, 2.05205], [2.49618, -5.29155, 1.14499], [0.76332, -5.27772, 0.77577]]}



6.
{"formula": "C2H9ClN2Si2", "method": "the ωB97M-V functional and the def2-TZVPD basis", "gap_ev": [7.33, 7.32], "e_tot_ev": -33475.8887, "max_force_ev_per_a": 4.17, "e_above_lowest_kj_mol": 239.1, "e_homo_ev": [-7.74, -7.82], "species": ["C", "Si", "C", "Cl", "N", "N", "Si", "H", "H", "H", "H", "H", "H", "H", "H", "H"], "xyz": [[1.35815, 1.06481, -1.09496], [1.06614, -0.61066, -0.25260], [1.29645, 0.05452, 1.94507], [2.22340, -2.11558, -0.76869], [-0.32271, -1.34326, -1.05069], [-1.52839, -1.39742, -1.10949], [-2.77151, -0.43846, -0.35834], [2.40543, 1.41642, -0.85764], [1.20737, 1.19057, -2.15687], [0.56718, 1.82854, -0.69378], [0.23606, 0.41862, 2.13949], [1.69528, -0.78454, 2.65268], [1.90596, 0.89943, 2.03544], [-3.20944, -0.41943, 1.05753], [-4.06258, -0.62758, -1.02702], [-2.06679, 0.86402, -0.46010]]}



7.
{"formula": "C27H25BrMnN4O6P", "method": "the ωB97M-V functional and the def2-TZVPD basis", "multiplicity": 2, "gap_ev": [7.47, 6.86], "e_tot_ev": -157298.2671, "max_force_ev_per_a": 0.35, "e_homo_ev": [-10.93, -10.34], "s_squared": 0.811, "total_charge": 1, "species": ["Mn", "O", "N", "O", "C", "C", "C", "C", "C", "C", "N", "C", "C", "N", "C", "C", "C", "C", "H", "H", "H", "H", "H", "H", "H", "O", "C", "C", "C", "C", "C", "C", "C", "O", "O", "H", "H", "H", "H", "H", "Br", "C", "C", "C", "C", "C", "N", "H", "H", "H", "H", "C", "P", "C", "C", "O", "H", "H", "H", "H", "H", "H", "H", "H", "H"], "xyz": [[0.42649, -0.03877, 0.58991], [-1.47910, -6.48959, 3.91150], [-1.23896, -5.33830, 4.19744], [-1.25385, -4.88358, 5.32514], [-0.95524, -4.40499, 3.09049], [-1.47141, -4.73363, 1.88735], [-1.31523, -3.87243, 0.75873], [-1.80617, -4.16358, -0.52726], [-1.58842, -3.26555, -1.53872], [-0.89560, -2.07759, -1.26604], [-0.42487, -1.78582, -0.06855], [-0.63064, -2.67112, 0.93033], [-0.05868, -2.34427, 2.20350], [0.64926, -1.19408, 2.23108], [1.27167, -0.85143, 3.34125], [1.23789, -1.65928, 4.48054], [0.51195, -2.82486, 4.47436], [-0.18532, -3.19971, 3.30612], [-2.01843, -5.66170, 1.78905], [-2.34261, -5.08706, -0.70474], [-1.94462, -3.45211, -2.54145], [-0.72481, -1.33987, -2.04024], [1.81090, 0.08858, 3.31523], [1.78321, -1.35924, 5.36403], [0.47334, -3.44612, 5.35326], [1.46147, 4.15066, 2.38911], [0.89188, 4.67249, 1.27244], [0.73106, 6.04994, 1.13660], [0.13403, 6.58103, 0.00915], [-0.31798, 5.74627, -1.00651], [-0.15556, 4.38192, -0.87572], [0.45147, 3.82083, 0.25089], [0.57268, 2.34202, 0.31047], [0.14424, 1.64243, -0.65792], [1.06023, 1.73023, 1.30749], [1.74863, 4.87385, 2.95790], [1.07936, 6.70367, 1.92879], [0.01896, 7.65365, -0.07508], [-0.78793, 6.15991, -1.88752], [-0.49424, 3.70527, -1.64779], [2.76314, -3.05889, 0.48370], [3.30458, -1.38201, -0.20819], [4.63588, -1.30332, -0.58737], [5.07322, -0.16020, -1.22613], [4.15417, 0.84188, -1.48249], [2.85655, 0.68046, -1.04560], [2.41270, -0.40623, -0.38154], [5.29531, -2.13604, -0.39606], [6.10606, -0.06765, -1.53344], [4.43004, 1.74426, -2.00819], [2.11489, 1.44234, -1.22713], [-3.46646, 0.34094, 3.08502], [-2.16105, 1.26943, 2.27395], [-2.93302, 2.65615, 1.43886], [-1.12826, 1.94962, 3.57467], [-1.41968, 0.38631, 1.30558], [-3.96700, 0.94897, 3.83899], [-3.02810, -0.53566, 3.56335], [-4.19598, 0.01329, 2.34480], [-3.53789, 3.24032, 2.13296], [-3.56267, 2.27829, 0.63372], [-2.15889, 3.29402, 1.00853], [-1.68533, 2.69956, 4.13701], [-0.23750, 2.39780, 3.12968], [-0.82516, 1.15122, 4.25372]]}



8.
{"formula": "C9H9NO3", "method": "the ωB97M-V functional and the def2-TZVPD basis", "gap_ev": 7.38, "e_tot_ev": -17104.5567, "max_force_ev_per_a": 7.25, "e_above_lowest_kj_mol": 560.2, "e_homo_ev": -7.61, "species": ["C", "C", "C", "C", "C", "C", "C", "C", "C", "H", "H", "H", "H", "H", "H", "H", "H", "H", "N", "O", "O", "O"], "xyz": [[-2.44745, -0.76294, 0.19743], [-3.13192, 0.55485, -0.14733], [-2.25545, 1.65306, -0.21018], [-0.98917, 1.48526, -0.00849], [-0.30872, 0.21239, -0.00185], [1.21043, 0.30608, 0.12080], [1.70016, -0.80108, 0.53160], [4.03926, -0.26169, -0.23081], [-1.06839, -0.91100, -0.09056], [-4.16804, -1.74142, -0.75403], [-4.26507, 0.50273, -0.19835], [-2.71333, 2.54502, -0.42676], [0.58327, 2.03014, 0.57337], [1.62164, 1.27629, -0.27241], [1.14538, -1.89779, 0.44720], [3.44536, -2.00238, 0.94488], [5.10493, -0.65156, -0.74209], [-0.72022, -1.89086, -0.61548], [3.10510, -1.15959, 0.30349], [-3.24561, -1.88751, 0.18236], [-0.31550, 2.39984, 0.71531], [3.67332, 1.00216, -0.31810]]}